232
Properties=species:S:1:pos:R:3:forces:R:3:mulliken_charge:R:1 method="wB97M-V/def2-TZVPD" homo_ev=-8.4 orbital_gap_ev=9.0 total_charge=0 energy_ha=-3901.09304 largest_force_ev_per_a=4.840
H -1.044599 3.647537 -0.152129 -0.6 0.4 -0.3 -0.25
H 4.293750 5.682205 0.340476 0.0 0.4 -0.2 0.24
C -1.018664 -2.035764 -2.407755 1.4 0.7 0.9 1.54
O 7.843860 3.924106 -1.330136 -0.2 0.1 0.7 -0.43
N -2.514135 -0.406672 4.590182 1.2 -0.5 1.4 -0.35
H 5.642286 0.959682 1.684637 0.3 0.2 0.3 -0.06
H -0.360132 -2.194732 -0.596869 -0.5 -1.1 -1.5 -0.32
H 4.684779 1.557680 -3.438025 -1.0 0.5 -1.7 0.42
C 3.856488 -0.148854 3.340307 0.4 0.5 0.8 2.16
H 1.501014 1.113792 -6.485773 -0.8 -0.7 -0.5 0.35
C -7.885496 -5.847182 3.719630 0.0 0.1 -1.7 -1.92
H -1.421449 -4.731976 -0.952179 -0.8 -0.8 -0.8 -0.33
H -2.760535 -7.253359 0.172742 0.3 -0.3 0.3 0.56
H 0.632490 6.059098 -7.565061 0.3 0.0 -0.4 0.45
H 3.481718 0.442048 5.407015 0.0 -0.1 -1.0 0.37
H 2.532822 -3.024028 4.281902 0.6 -0.3 -0.1 0.39
C 5.208938 -0.639891 3.781584 0.6 -1.6 -0.5 -1.89
C -5.877505 -5.365398 2.316887 0.1 2.1 0.8 -1.43
H 2.485926 1.292799 4.315280 -0.7 0.2 -0.6 0.48
H 2.510451 -1.916892 0.992993 -0.7 0.4 -1.0 -0.06
H 2.062454 -1.956301 -0.785371 -0.1 0.2 0.4 0.40
H -0.601762 -1.009319 -2.276802 -0.2 -0.5 0.0 -0.80
C 1.413510 0.927036 -0.726815 -2.1 0.4 1.2 -1.12
H -4.640713 3.522033 1.385290 -0.2 0.2 -0.4 0.40
H 8.511781 4.070821 0.711786 0.2 -0.4 -0.7 0.20
C 1.112291 3.455250 -8.131894 -0.6 -1.0 2.4 -1.43
H 3.167777 -5.408588 1.936126 -1.0 -1.0 2.1 0.27
H -0.924815 -1.893793 3.241583 0.3 0.0 0.3 -0.25
H 0.418052 1.389378 -0.846913 0.0 0.1 0.1 -0.63
C 7.128624 2.674498 -1.309329 -0.1 2.1 0.6 -0.62
O 0.929921 -1.888834 4.218836 -1.2 0.9 0.5 0.05
C 1.892162 -6.700602 1.232768 -3.1 2.3 0.0 -0.15
N 2.385555 -5.960373 2.429008 0.7 1.0 -2.8 -0.41
H 7.156948 0.121180 1.734263 0.2 0.0 0.3 0.55
H -5.690895 -5.232123 -2.901614 -0.1 0.6 0.6 0.38
H 5.057522 3.880603 3.307615 -0.8 -0.5 0.3 0.40
C 2.838808 5.171485 -1.889106 -0.5 -0.8 1.0 0.12
H -3.652603 -3.975276 -2.357846 -0.2 0.1 -0.4 0.49
H -6.146540 -1.046217 4.899174 0.1 -0.6 1.3 0.50
H -6.421308 -0.246030 3.537947 0.1 1.0 -0.9 0.42
C 3.476068 0.880162 4.365449 -0.2 0.0 2.1 -1.95
H -1.658715 4.763702 -6.410960 -0.1 0.0 -0.4 0.33
C -7.553355 -3.167295 0.946707 -0.9 0.4 0.6 0.25
C 6.264805 0.418868 3.749908 1.3 0.4 -0.5 2.34
N 3.768707 5.143174 -4.138607 -1.2 -0.5 0.1 -0.25
H -9.099906 -3.990384 2.211733 -0.7 0.1 0.2 0.42
H 5.394854 3.607815 -2.134016 0.6 -0.9 0.0 -0.94
C 1.272854 -0.185223 0.319995 0.0 -1.0 0.6 2.31
H -6.646198 -3.450940 0.448088 0.6 -0.3 0.0 -0.30
H -4.666582 -1.307041 2.396038 -0.5 -0.1 0.1 -0.69
O -1.351229 -3.815008 -3.897236 0.7 0.6 -0.4 -0.68
H -1.481157 2.018084 -7.563812 -0.3 -0.8 -0.9 0.32
H 1.438457 3.722094 0.003231 -0.1 -0.2 0.0 -0.12
H -0.450401 2.457982 2.108865 -0.2 -0.2 -0.6 -0.01
H -2.083524 1.230151 -5.291623 -0.3 -0.1 0.3 0.35
C 0.800418 5.438831 -6.694728 0.6 1.4 1.6 -1.94
C -3.142309 2.498461 -1.510751 0.0 0.3 0.2 -1.64
H 7.080195 1.832095 2.287173 0.1 -0.2 -0.1 0.50
H 2.607307 -4.996307 0.097246 -0.6 -0.1 -0.5 0.31
H 1.346874 1.375801 -3.820631 -0.1 0.0 0.0 0.34
H -3.893096 2.431706 -2.226432 -1.2 -0.3 -1.8 0.93
H 3.413067 4.294207 -1.535454 0.4 0.4 -0.5 0.01
H 6.567962 2.608460 -0.357361 0.2 -0.3 -0.2 -0.05
C 6.570821 0.867404 2.272756 -0.6 -0.1 0.6 -1.58
C 4.154246 2.827851 5.748045 1.1 -0.1 2.2 -2.16
C -2.094323 3.923786 0.112859 1.0 -0.7 -0.6 -1.06
C -3.194496 0.148598 -1.263101 -1.8 -0.5 1.4 -0.20
N -1.772983 -5.540187 -1.532333 0.1 0.8 1.3 -0.25
H 8.248925 0.667808 4.554285 0.4 0.2 0.1 0.44
H -7.038368 -4.689333 -1.848028 -0.5 0.5 -0.1 0.30
C -5.013284 -2.279646 2.782447 0.8 0.3 1.0 -0.04
H 1.508940 0.178840 1.336997 0.0 0.5 -0.5 -0.12
H 2.567180 -7.360280 0.803322 1.5 -1.5 -0.6 0.35
C -3.066960 3.887180 -1.046444 -0.8 1.5 2.3 -0.93
H 0.630062 -8.012650 2.404082 0.2 -0.3 0.0 0.49
C -6.052536 -5.108479 -1.850800 0.1 -1.0 -0.9 -1.13
H -3.750655 -0.769678 -0.943186 0.1 0.8 -0.1 -0.02
H 7.651002 3.695879 -3.600842 -0.7 0.0 0.1 0.23
H -2.184120 2.266472 -1.970559 0.1 -0.5 0.0 -0.21
H -0.056115 -1.417721 6.729447 -0.5 0.3 0.3 0.30
H 0.713707 2.439991 -8.301075 0.4 0.4 -0.3 0.35
H -6.186493 -6.134613 -1.514937 0.2 -0.4 0.4 0.37
H 1.656249 0.595435 -1.708686 0.5 -0.7 -0.7 0.36
H -3.401782 0.338055 -2.296180 -0.2 -0.2 -0.6 0.48
H 4.468906 4.469084 -3.917346 0.8 -0.4 -0.1 -0.10
C 4.445680 2.038514 4.479959 0.0 1.6 -0.6 2.43
H -3.024724 2.899054 -7.080468 1.2 -0.7 0.2 0.36
C -6.785402 -1.102321 4.050925 0.0 -0.1 -0.6 -2.13
C -3.833624 -4.385087 -1.371581 -1.4 0.0 0.6 -0.77
C 3.584005 6.463721 0.005271 1.1 1.0 -1.3 -0.71
H 6.810711 2.598922 -4.415373 -0.1 -1.2 -0.7 0.26
C -1.924977 2.709155 -6.892530 -0.8 1.2 1.3 -0.72
C -8.170412 -4.283641 1.773436 1.9 -0.8 -1.3 -1.45
C -5.017201 1.336967 -0.052374 0.0 3.7 -3.1 -2.21
H 1.863422 5.475902 -6.325207 -0.8 -0.2 -1.0 0.35
C -2.467070 2.953429 1.210452 -0.3 0.6 0.7 1.70
H 2.196756 -4.997960 -2.448385 0.4 0.3 -0.2 0.45
H -3.465744 -6.391634 -2.181696 -0.9 -0.1 0.6 0.37
H -0.307656 0.680554 -3.777945 -0.3 -0.9 0.4 0.06
O 6.693887 2.638961 4.466999 0.1 -0.6 1.0 -0.51
H 2.891433 3.291811 0.959877 -0.9 -0.1 -0.3 -0.32
H -6.994133 -3.648101 5.628490 1.0 -0.3 -0.9 0.38
H -0.223358 0.677231 -7.222489 1.2 0.7 0.4 0.23
H -8.258346 -5.170713 1.150639 -0.5 -0.2 0.0 0.42
C -1.047366 -0.960043 6.545811 0.3 -0.7 -1.6 -1.46
H 2.703401 -6.567502 3.161402 0.5 -0.2 0.1 0.24
H 0.842411 -5.889592 -3.023205 -0.9 -0.8 -1.1 0.31
H -5.267886 0.591413 0.618508 -0.3 -1.5 1.4 0.70
C 1.511306 -3.147307 3.973006 -1.1 -0.5 0.4 -1.14
H -5.438227 2.326151 0.234437 0.3 -0.8 0.4 0.38
C 5.432069 1.469865 -2.716012 0.8 -0.5 1.3 -1.39
C -3.729086 3.471682 1.950071 0.1 -1.3 -0.1 -1.92
H 3.142892 6.941618 0.859776 0.0 0.3 0.5 0.31
H -7.182091 -1.124909 1.498470 0.6 1.0 -0.4 0.50
C 0.258013 4.065883 -6.876874 1.5 -1.9 -1.5 1.57
C -7.387990 -2.057362 1.965818 -1.9 0.3 -1.5 -1.99
H 0.325632 -0.095056 -5.841051 0.3 -0.1 0.5 0.31
H 1.907478 4.666156 -2.282978 0.6 1.0 0.4 -0.09
C -6.515554 -2.291341 3.111683 0.4 -0.4 1.2 2.50
H -2.195248 -0.112815 -1.148631 1.9 -0.1 0.1 -0.92
H 9.281218 5.084424 -0.527889 0.1 0.0 0.0 0.26
C 0.425771 0.871729 -6.321705 0.1 -0.4 -1.1 -1.62
H -6.120828 -6.191562 1.692860 -0.3 -0.5 -0.7 0.59
N 5.796657 1.483408 4.636780 0.4 1.7 -0.2 0.05
C 7.524495 -0.126878 4.488655 -0.8 0.4 -1.0 -2.09
H -3.688897 0.341823 1.641587 -0.1 0.3 -0.1 -0.52
H -3.409206 -3.674437 -0.644275 0.4 -0.5 -0.1 -0.21
C -0.508701 -1.843100 4.274133 0.1 -1.8 -0.7 -0.08
O -0.597576 -2.879445 -1.341966 0.7 1.6 1.6 0.65
H 1.039459 -3.961363 4.587577 0.3 0.6 -0.4 0.42
H -7.211276 -6.344619 4.398215 0.3 0.4 0.6 0.39
C 4.263837 3.098938 3.324790 0.1 0.2 1.3 -1.26
H -0.107128 -1.525098 1.031652 -0.1 -0.4 1.1 0.12
N -2.542302 1.609791 0.627607 -0.3 -0.1 0.2 0.65
O -5.229839 -4.360762 -1.010125 0.7 0.4 -0.5 0.18
H 2.051288 7.553887 -2.540472 0.3 0.3 -0.2 0.36
H -7.850853 -0.904590 4.225634 0.3 -0.4 0.3 0.43
H 3.917636 0.330231 2.372967 -0.2 -0.2 -0.5 -1.01
H 0.597349 -4.516555 -1.854132 0.0 -0.3 -0.7 -0.17
N -0.113859 -0.769701 0.389310 1.4 0.1 -1.5 0.54
H 6.161650 0.701915 -3.070591 -0.5 0.5 0.4 0.43
C 1.939633 2.900251 0.524455 1.3 0.4 -0.1 1.06
H 4.640327 3.812008 5.878197 0.1 -0.5 -0.6 0.45
H -2.740634 4.612087 -1.797182 -0.4 -0.2 -0.1 0.53
H 0.459902 -2.771959 -3.809910 0.6 0.1 -0.1 0.21
H -8.732235 -5.385612 4.215595 -0.2 -0.2 0.3 0.50
H 2.151245 3.378687 -7.745101 -0.6 0.0 -0.6 0.24
H -3.029552 -1.266564 4.810851 0.2 0.5 -0.2 0.33
H -1.226170 -0.120079 7.168442 0.2 1.1 0.4 0.40
C -3.447983 -6.427981 0.103012 -0.4 -0.3 -2.2 -1.37
H -4.530703 -2.381277 3.769457 0.2 -0.2 -0.4 0.36
H -1.321185 -4.295049 -3.056663 -0.1 -0.6 0.1 0.14
H -5.387847 -5.762787 3.203217 0.4 0.1 0.0 0.46
H 4.391757 6.488235 -2.691380 0.7 0.2 0.7 0.51
O 1.943647 3.180674 -5.480941 -0.5 1.1 0.9 -0.48
H 0.281004 -8.159449 0.688402 0.1 0.8 0.3 0.29
C -1.228172 4.045772 -7.131709 -0.8 0.8 0.0 -1.18
O -6.311064 -3.801215 4.925431 -0.7 -0.2 0.8 -0.49
H 9.582591 3.349474 -0.626396 1.1 -0.7 0.7 0.38
C -0.057939 1.972724 -5.412287 -1.2 -0.2 0.8 1.89
H 3.327112 -0.913166 -0.122060 -0.4 0.5 -0.2 0.22
H -5.211089 -4.638167 1.806823 -0.5 -1.0 0.1 -0.20
H -0.881234 -2.768642 4.808161 0.3 0.6 -0.5 0.27
H 2.948704 7.843457 -4.126583 0.0 -0.2 0.7 0.40
H -0.310642 -6.743082 1.765269 1.0 -0.4 -0.9 0.12
H -3.518475 4.438419 2.340630 0.2 0.8 0.4 0.52
N 0.495522 3.304947 -5.599884 1.4 0.8 -0.9 0.58
H -5.608989 1.176423 -0.992317 0.6 -0.4 0.6 0.43
H 7.191783 -0.404807 5.485979 0.2 -0.2 0.0 0.46
O -2.772621 0.647773 1.679499 0.3 0.0 -0.3 1.05
C 1.206309 -5.361648 -2.199902 1.1 1.0 2.4 -0.26
H -8.385675 -1.919543 2.407331 0.0 0.1 -0.2 0.45
H 3.167190 -0.963494 3.337303 -0.7 -0.4 -0.2 -0.82
H -0.102226 2.397510 -3.343821 0.7 -1.0 -0.2 -0.03
C 2.313677 -1.295055 0.062572 0.4 -0.9 1.0 -1.50
H 5.561208 -1.513542 3.183219 -0.2 0.6 0.2 0.36
H -0.878534 -0.136323 0.571886 0.1 0.4 0.3 -0.78
O 2.347170 1.870150 -0.337944 1.4 0.2 -0.5 0.31
H 0.286733 5.962107 -5.884594 -0.4 -0.1 0.1 0.41
H -1.781948 2.576462 3.131919 -0.6 -0.5 1.9 0.52
H -1.199742 -6.300290 -1.156921 -0.4 -0.2 -0.4 0.24
H -2.080260 -1.988073 -2.342388 -1.0 0.3 -0.4 -0.13
H 4.083570 7.277014 -0.660679 -0.3 -1.3 1.3 0.25
H -2.112159 4.909552 0.513620 0.4 0.8 0.6 0.57
H 1.723965 6.629751 -3.969021 -0.6 -0.3 -0.3 0.22
C -7.170627 -4.666877 2.849617 -0.8 -3.7 1.4 1.48
H -4.439733 -6.791464 0.279992 -0.6 -0.2 0.0 0.17
H 3.140322 3.039389 5.960647 -1.5 0.2 -0.6 0.42
H -0.438019 0.199718 4.807067 -0.3 0.5 -0.2 0.19
H 1.334477 2.505391 1.311662 -0.5 -0.1 0.7 -0.78
H -1.084662 4.010721 2.435993 0.1 1.3 0.4 0.59
N -7.041899 -3.541221 3.735764 0.4 1.5 0.0 0.19
C -3.510270 1.463620 -0.471154 0.2 -2.3 0.0 1.76
H -1.464039 4.387986 -8.165949 0.3 0.0 0.7 0.36
H 1.419580 -3.450228 2.925629 0.1 0.0 0.0 0.31
H 4.813219 1.056721 -1.898578 0.8 0.2 0.3 0.08
H -1.794673 2.921522 -4.663791 -0.4 -0.3 -0.4 0.32
H -4.052287 4.213649 -0.534077 1.2 -0.2 -1.4 0.23
H -4.558875 -3.012661 2.116492 -0.5 -0.1 0.1 -0.27
H -8.243789 -6.739970 3.111814 0.2 1.4 0.1 0.33
H -1.014833 -1.887490 -4.465229 0.8 -0.5 0.1 0.27
O 1.367464 -6.246437 -1.073457 -0.4 0.0 -0.2 -0.47
C 1.650507 -5.585225 0.124954 1.1 -1.0 1.4 -0.04
H 4.413490 2.275159 6.686163 0.3 0.0 -0.8 0.46
H 3.983290 5.584555 -5.020925 0.2 0.4 0.3 0.28
H 5.213320 -1.001317 4.812859 -0.6 -0.1 0.1 0.44
N 6.708304 3.309114 -3.739497 0.5 0.9 1.8 -0.72
C -0.596556 -2.597282 -3.710448 -2.5 -0.4 -0.9 -0.60
H 3.254441 3.527682 3.431943 0.4 0.1 0.2 0.45
H 7.959898 -0.951042 3.926884 0.0 -0.2 0.2 0.37
H 7.805085 1.850568 -1.409585 0.5 -0.7 -0.2 0.56
C 3.485374 6.004585 -2.994536 -0.5 0.4 -0.9 0.52
C -3.267257 -5.783404 -1.290065 3.1 0.4 0.4 0.57
H 1.082931 4.023912 -9.045723 -0.3 0.5 -0.1 0.46
H -3.251272 -5.667854 0.803249 0.5 0.8 1.1 0.26
H 0.858874 -4.921834 0.505108 -0.1 0.0 -0.4 0.00
H 6.914679 2.909846 5.384375 -0.2 -0.5 -0.8 0.35
C -1.375968 3.008936 2.277712 0.5 -1.0 -1.1 -2.17
C 2.519056 7.106403 -3.422389 -0.1 -0.1 -0.1 -1.57
C 6.138293 2.810417 -2.428442 -1.1 0.0 -1.6 2.02
H -1.838558 -1.659953 6.854394 0.2 -0.2 -0.5 0.39
C -1.599628 2.183825 -5.464540 0.9 0.6 -1.0 -0.87
O 2.510223 5.917085 -0.680612 -1.1 -0.8 -1.7 -0.36
H 4.258071 2.655249 2.380843 0.2 -1.0 -1.6 -0.05
H -8.233120 -2.838077 0.161724 -0.1 0.1 -0.1 0.41
C -1.097097 -0.643013 4.986098 -0.5 -0.7 2.2 0.35
C 0.548218 -7.427865 1.482017 -0.3 0.0 1.0 -1.19
H -3.934016 2.807809 2.782369 -0.1 -0.1 0.3 0.27
C 0.281590 1.543090 -3.981829 -0.5 2.2 0.2 -1.77
H 2.183765 3.979559 -4.928916 0.2 -1.1 -0.4 0.27
H -2.503384 -0.293288 3.607169 -0.3 0.2 -1.2 0.04
C 8.876448 4.092535 -0.343090 -1.5 0.4 -0.6 -0.77